This record from the OMol25 dataset describes a 2-piece molecular cluster, C2H7S3 overall in a non-equilibrium geometry. The level of theory is wB97M-V/def2-TZVPD.

Geometry (Å):
1 C 1.6428 -0.7700 0.8798
2 S 0.4733 -1.1908 2.1929
3 H 2.4509 -1.4370 0.6826
4 H 1.2502 -0.9817 -0.1406
5 H 1.9938 0.2008 1.1154
6 C -0.8629 1.1074 -1.3841
7 S -1.8325 1.2613 0.0966
8 S -2.4164 -0.7541 0.3500
9 H -0.8648 2.1470 -1.8744
10 H -1.3473 0.4566 -2.0998
11 H 0.1155 0.7727 -1.2088
12 H -0.6026 -0.8123 1.3904

Calculated values
Frontier orbital gap (spin up / spin down) ... 9.09 / 6.65 eV
HOMO energy (spin up / spin down) ... -8.8 / -8.9 eV
ΔE to the lowest compared entry with this formula, charge and spin ... 84.7 kJ/mol
<S²> ... 0.755
Max |F| ... 3.0 eV Å⁻¹
Multiplicity ... 2

=====

This record from the OMol25 dataset describes one molecule with the formula C4H9NO in a non-equilibrium geometry. The level of theory is wB97M-V/def2-TZVPD.

Geometry (Å):
1 C -1.2989 -0.8307 0.2834
2 N -0.3441 0.2592 0.2610
3 C -0.9616 1.4863 -0.2306
4 C 0.9440 -0.0667 -0.3473
5 C 2.0504 -0.5449 0.5312
6 O 2.8608 -1.2344 -0.0604
7 H -1.6415 -1.0977 -0.7296
8 H -2.1814 -0.5645 0.8819
9 H -0.8385 -1.7119 0.7350
10 H -1.8698 1.7207 0.3449
11 H -0.2757 2.3308 -0.1152
12 H -1.2537 1.4164 -1.2919
13 H 1.2942 0.7658 -0.9571
14 H 1.3165 -0.9208 -1.0457
15 H 2.1308 -0.3681 1.6123

Calculated values
Frontier orbital gap ... 9.86 eV
HOMO energy ... -8.9 eV
ΔE to the lowest compared entry with this formula, charge and spin ... 262.8 kJ/mol
Max |F| ... 3.0 eV Å⁻¹
Multiplicity ... 1

=====

This record from the OMol25 dataset describes a 2-piece molecular cluster, C4H12 overall in a non-equilibrium geometry. The level of theory is wB97M-V/def2-TZVPD.

Geometry (Å):
1 C -1.4655 -1.5606 0.8813
2 C -2.8382 -0.9147 0.5923
3 H -0.9499 -1.2381 1.8262
4 H -1.5255 -2.6714 0.9808
5 H -0.8755 -1.2902 -0.0455
6 H -2.7951 0.0155 0.1944
7 H -3.4202 -0.8794 1.3962
8 H -3.7187 -1.5053 0.1225
9 C 1.6803 1.7715 -0.5722
10 C 2.7633 0.6795 -0.8834
11 H 1.3450 2.4179 -1.4825
12 H 0.7871 1.2425 -0.2328
13 H 1.8609 2.4358 0.1635
14 H 3.7832 1.2216 -0.7502
15 H 2.6751 -0.1002 -0.2070
16 H 2.6936 0.3756 -1.9835

Calculated values
Frontier orbital gap ... 12.26 eV
HOMO energy ... -11.2 eV
ΔE to the lowest compared entry with this formula, charge and spin ... 151.8 kJ/mol
Max |F| ... 4.9 eV Å⁻¹
Multiplicity ... 1

=====

This record from the OMol25 dataset describes a 2-piece molecular cluster, C3H8N2O2 overall in a non-equilibrium geometry. The level of theory is wB97M-V/def2-TZVPD.

Geometry (Å):
1 C -1.4723 1.2934 0.0194
2 C -0.7671 0.1197 -0.5643
3 C 0.1800 -0.5693 0.4601
4 N 0.4270 -1.9447 0.3062
5 N 1.9470 0.3587 0.0337
6 O 2.1471 1.5017 0.2916
7 O 2.6121 -0.4252 -0.5608
8 H -2.5845 1.5306 -0.2749
9 H -1.5092 1.2170 1.1483
10 H -0.9001 2.2143 -0.2756
11 H -0.0529 0.4344 -1.3723
12 H -1.4970 -0.5964 -0.9754
13 H -0.1009 -0.3917 1.5667
14 H 0.4140 -2.3702 -0.6195
15 H 1.1568 -2.3724 0.8167

Calculated values
Frontier orbital gap (spin up / spin down) ... 6.17 / 8.56 eV
HOMO energy (spin up / spin down) ... -5.6 / -10.6 eV
ΔE to the lowest compared entry with this formula, charge and spin ... 339.4 kJ/mol
<S²> ... 2.007
Max |F| ... 5.3 eV Å⁻¹
Multiplicity ... 3

=====

This record from the OMol25 dataset describes one molecule with the formula CH4N2O3 in a non-equilibrium geometry. The level of theory is wB97M-V/def2-TZVPD.

Geometry (Å):
1 N 1.3671 -0.9050 -0.5277
2 O 1.0561 -0.0209 0.6028
3 C 0.0379 0.9340 0.3126
4 N -1.4672 0.0738 0.0136
5 O -2.4548 0.6884 -0.1805
6 O -1.4006 -1.1125 -0.0078
7 H 2.2754 -1.2986 -0.3187
8 H 0.5317 -1.4708 -0.5768
9 H -0.1119 1.6484 1.2425
10 H 0.1663 1.4632 -0.5598

Calculated values
Frontier orbital gap ... 10.60 eV
HOMO energy ... -9.8 eV
ΔE to the lowest compared entry with this formula, charge and spin ... 330.5 kJ/mol
Max |F| ... 4.1 eV Å⁻¹
Multiplicity ... 1

=====

This record from the OMol25 dataset describes one molecule with the formula C10H20N6O4 in a non-equilibrium geometry. The level of theory is wB97M-V/def2-TZVPD.

Geometry (Å):
1 H -3.4532 -2.3685 2.4027
2 N -2.6207 -2.3516 2.9769
3 C -1.7566 -3.2154 2.4002
4 N -0.2913 -3.1086 2.4711
5 N -2.0294 -4.2129 1.5590
6 C -1.6785 -4.1099 0.2064
7 C -2.4642 -3.0653 -0.8420
8 C -1.6770 -1.9501 -1.4967
9 C -0.8776 -1.1571 -0.4797
10 N -1.4000 -0.2872 0.6506
11 C 0.2252 -0.3662 -1.0244
12 O 0.8928 -0.7264 -1.9872
13 N 0.6280 0.6634 -0.1148
14 C 1.3764 2.0267 -0.4062
15 C 0.6766 3.3466 -0.4088
16 C 0.7332 3.9471 -1.7977
17 N 2.0871 3.9413 -2.1416
18 O -0.1806 4.4358 -2.5209
19 C 2.5993 2.2209 0.5536
20 O 3.0261 3.5095 0.8459
21 O 3.1200 1.2392 1.2433
22 H 0.0432 -2.4657 3.2595
23 H 0.3067 -3.9741 2.5649
24 H -2.9096 -4.9197 1.8321
25 H -1.7565 -5.3029 -0.0246
26 H -0.4965 -3.8113 -0.1204
27 H -2.9606 -3.6840 -1.6378
28 H -3.3168 -2.7779 -0.2390
29 H -2.4581 -1.3477 -2.1441
30 H -0.8585 -2.2302 -2.3347
31 H -0.3339 -1.9102 0.0569
32 H -1.4875 -0.7946 1.4863
33 H -2.3123 0.2221 0.4000
34 H -0.2749 0.8764 0.4218
35 H 2.0176 1.6946 -1.3606
36 H -0.5694 3.4566 -0.1357
37 H 0.9798 4.1529 0.2937
38 H 2.7492 4.0557 -1.3207
39 H 2.1671 4.3531 -3.2389
40 H 2.4994 0.5366 1.1523

Calculated values
Frontier orbital gap ... 9.59 eV
HOMO energy ... -9.4 eV
ΔE to the lowest compared entry with this formula, charge and spin ... 790.5 kJ/mol
Max |F| ... 8.1 eV Å⁻¹
Multiplicity ... 1